1.
{"formula": "C36H75N11O12", "method": "ωB97M-V/def2-TZVPD", "e_tot_ha": -2920.38248, "homo_lumo_gap_ha": 0.2675, "largest_force_ev_per_a": 18.81, "homo_ev": -7.71, "species": ["C", "O", "N", "C", "C", "H", "H", "H", "H", "H", "H", "H", "C", "O", "N", "C", "C", "H", "H", "H", "H", "H", "H", "H", "C", "O", "N", "C", "C", "H", "H", "H", "H", "H", "H", "H", "C", "O", "N", "C", "C", "H", "H", "H", "H", "H", "H", "H", "C", "O", "N", "C", "C", "H", "H", "H", "H", "H", "H", "H", "C", "O", "N", "C", "C", "H", "H", "H", "H", "H", "H", "H", "C", "O", "N", "C", "C", "H", "H", "H", "H", "H", "H", "H", "C", "O", "N", "C", "C", "H", "H", "H", "H", "H", "H", "H", "C", "O", "N", "C", "C", "H", "H", "H", "H", "H", "H", "H", "C", "O", "N", "C", "C", "H", "H", "H", "H", "H", "H", "H", "C", "C", "C", "C", "C", "C", "N", "O", "O", "H", "H", "H", "H", "H"], "coordinates": [[12.26660, -6.67393, -1.26899], [11.40550, -7.52272, -1.56255], [11.90583, -5.41576, -0.83637], [12.84721, -4.32673, -0.68499], [10.47065, -5.01782, -0.55327], [13.36586, -6.72893, -1.29782], [12.70828, -3.62699, -1.50910], [13.82595, -4.80559, -0.65537], [12.87361, -3.61989, 0.14434], [9.81996, -5.88659, -0.45362], [10.37936, -4.48021, 0.39052], [10.10518, -4.28939, -1.27709], [15.42342, -8.94335, 3.95623], [16.09025, -8.79879, 4.97526], [14.13164, -8.45364, 3.93816], [13.30537, -8.64565, 2.72768], [13.53939, -7.58469, 4.98817], [15.74802, -9.41322, 3.01492], [12.59440, -9.41894, 3.01861], [13.90944, -9.05446, 1.91770], [12.78535, -7.77143, 2.33599], [12.48970, -7.86024, 5.08969], [14.04646, -7.70833, 5.94509], [13.70509, -6.62164, 4.50529], [14.63466, -7.79649, -0.05517], [13.88372, -7.42672, 0.82676], [15.42233, -8.92121, 0.00288], [15.76460, -9.63836, 1.16491], [15.98488, -9.60785, -1.14271], [14.61680, -7.42267, -1.09062], [16.85104, -9.55674, 1.13212], [15.68077, -10.72322, 1.10054], [15.23643, -9.27358, 2.04587], [16.11629, -10.68974, -1.12448], [15.38977, -9.51402, -2.05108], [16.96177, -9.13325, -1.23515], [14.92531, -12.04129, -4.91523], [16.06360, -11.48165, -4.99020], [13.96735, -11.86289, -3.97511], [13.05628, -12.99784, -3.78546], [13.97406, -10.78022, -3.10665], [14.72425, -12.98656, -5.44272], [12.06802, -12.70470, -4.13974], [12.94419, -13.19331, -2.71900], [13.28744, -13.98653, -4.18190], [14.55849, -9.89089, -3.34246], [13.02857, -10.25342, -2.97755], [14.19664, -11.00974, -2.06459], [15.75528, -12.17514, 2.92902], [15.62288, -11.10893, 2.34393], [16.25889, -12.23544, 4.18989], [16.35713, -13.42186, 5.07681], [17.10212, -11.10713, 4.72113], [15.40986, -13.15629, 2.56811], [15.44881, -14.01899, 4.99615], [16.26156, -13.31990, 6.15781], [17.30475, -13.94827, 4.96265], [16.90329, -10.14657, 4.24586], [17.01614, -10.91295, 5.79025], [18.14182, -11.42385, 4.63857], [16.24582, -7.57451, -3.91263], [15.73621, -8.43505, -3.20430], [16.87017, -6.58134, -3.33854], [17.31686, -5.47793, -4.27864], [16.60569, -6.10930, -1.79708], [16.30736, -7.66379, -5.00827], [16.63913, -4.99666, -4.98374], [18.08946, -5.82649, -4.96398], [17.72242, -4.61857, -3.74466], [17.46340, -5.64869, -1.30691], [15.74185, -5.45531, -1.67800], [16.22721, -6.93358, -1.19259], [20.42125, -10.28846, 1.01567], [21.20325, -10.60265, 1.89117], [19.77557, -9.11029, 0.98134], [18.79332, -8.76854, -0.07264], [20.06121, -8.03659, 1.83829], [19.98686, -10.92662, 0.23067], [19.26588, -8.49983, -1.01742], [18.06655, -7.97939, 0.12008], [18.21079, -9.67637, -0.22945], [20.48057, -8.24461, 2.82266], [20.64789, -7.37407, 1.20192], [19.18458, -7.52972, 2.24163], [14.68054, -14.62242, -0.86457], [14.21018, -15.44716, -0.12175], [15.05258, -13.41137, -0.51473], [15.53567, -12.48773, -1.51322], [14.86079, -12.87560, 0.82286], [14.87467, -14.90559, -1.91066], [16.17656, -13.01459, -2.22016], [16.19964, -11.71945, -1.11700], [14.59861, -12.15164, -1.95713], [15.69738, -12.42224, 1.35453], [14.10098, -12.10321, 0.70374], [14.46754, -13.65618, 1.47413], [18.99208, -10.77615, -1.81596], [19.80712, -11.55389, -1.40994], [19.30709, -9.90140, -2.77826], [18.20030, -8.89390, -3.27194], [20.67518, -9.72650, -3.27509], [17.96790, -10.63547, -1.43721], [17.28478, -8.98290, -2.68712], [18.17232, -8.72090, -4.34776], [18.41632, -7.89588, -2.89061], [20.76036, -9.49092, -4.33591], [20.98673, -8.89323, -2.64528], [21.42063, -10.51256, -3.15461], [13.71246, -8.10329, -2.91898], [13.81731, -8.57095, -1.80620], [12.63359, -8.51786, -3.59360], [12.30592, -7.84254, -4.77233], [11.51077, -9.09257, -2.96271], [14.51466, -7.72630, -3.57210], [11.44098, -8.32431, -5.22827], [13.19843, -8.00612, -5.37628], [12.11571, -6.78166, -4.60972], [10.57758, -8.54175, -3.08041], [11.26897, -10.09248, -3.32298], [11.57617, -9.11313, -1.87487], [13.69144, -10.45527, 0.66474], [12.54387, -10.50748, -0.05865], [11.45155, -11.15167, 0.43476], [11.45951, -11.67771, 1.71587], [12.67605, -11.52797, 2.47378], [13.77096, -11.03991, 1.91855], [10.37072, -12.29947, 2.41389], [10.46743, -13.36088, 3.01622], [9.35895, -11.77958, 2.49042], [14.51693, -10.10224, 0.06445], [12.45893, -9.98204, -0.99839], [10.52148, -11.04696, -0.10415], [12.68036, -11.99150, 3.44924], [14.65938, -11.19008, 2.51399]], "atomic_forces_ev_per_a": [[-2.80, 2.29, 0.96], [1.82, 4.85, 3.07], [-2.09, 0.57, 1.08], [0.83, -0.27, -0.85], [1.00, -0.43, 0.03], [-1.28, 0.30, -0.27], [0.45, -0.13, -0.55], [0.28, 0.35, -0.40], [-0.93, -0.82, 0.90], [0.24, 0.00, -0.48], [0.57, -0.13, 0.25], [0.00, -0.34, -0.47], [-2.87, 2.50, 2.20], [0.27, 0.90, 0.09], [0.73, -0.50, -1.02], [-0.86, -0.36, 2.09], [1.03, -0.92, -1.27], [0.53, 0.59, 2.92], [-0.34, 0.45, -0.22], [-1.56, 1.08, 1.59], [0.15, -0.01, 0.99], [0.00, 0.26, -0.08], [0.12, 0.16, -0.26], [-0.56, 0.58, 0.90], [1.31, -0.66, 0.07], [1.17, 1.53, -1.25], [1.07, 2.49, -0.91], [3.77, 3.74, -3.16], [0.76, 1.61, -0.43], [1.32, 0.99, 1.94], [0.38, 0.35, 1.66], [0.12, 2.60, -3.92], [0.70, 0.27, -2.95], [-0.23, 3.02, 1.56], [1.03, -0.23, 2.03], [-0.68, -0.41, -0.41], [3.62, -0.12, 1.06], [-3.56, -0.64, -0.08], [0.87, -1.70, -2.18], [-1.32, 0.83, 0.90], [-1.73, 2.65, 1.74], [0.11, 0.37, -0.60], [-0.18, -0.19, -0.04], [-0.01, 0.19, 0.22], [0.71, 0.52, -0.53], [0.49, -1.95, -1.15], [0.25, -1.83, -0.59], [-0.51, 0.88, -0.91], [4.72, -4.01, 7.94], [15.92, -5.96, 8.06], [0.77, 1.13, 1.53], [-1.00, -0.59, -0.58], [0.57, -0.89, -0.54], [0.24, 0.82, 1.45], [0.32, -0.62, -1.05], [0.33, 1.65, 0.03], [-0.22, -0.24, -0.50], [0.89, -1.28, 0.10], [-0.85, -0.35, -0.09], [0.21, -0.04, -0.48], [0.59, -1.14, 0.34], [3.12, 0.85, -3.05], [-0.35, 5.66, 1.03], [0.79, 0.08, 0.22], [-0.29, -1.24, -1.63], [-0.05, 0.29, 0.09], [-1.12, -0.57, 0.44], [0.33, -0.37, 0.40], [0.15, -0.42, 0.40], [0.28, -0.19, -0.72], [0.16, 0.53, -0.96], [1.07, -0.32, -0.56], [-1.19, -0.62, 0.50], [0.44, -0.02, -0.18], [-1.92, 0.95, -0.33], [0.80, -1.03, 0.36], [0.38, 1.52, 1.16], [0.96, -0.32, 0.63], [0.21, 0.08, 0.17], [0.36, 0.07, 0.96], [0.44, 0.77, 0.42], [1.04, -0.74, -0.62], [0.34, 0.82, 0.84], [-0.63, 0.18, -0.88], [0.26, -1.15, -0.36], [-0.74, -0.94, 0.91], [1.74, 0.76, 0.94], [-0.04, -2.64, -0.23], [-0.64, -2.37, -3.07], [0.09, 0.42, -0.29], [-0.21, -0.14, -0.35], [-0.57, -2.83, 0.23], [2.06, -0.65, 0.32], [0.11, -1.56, -4.24], [0.86, -1.95, -0.30], [-0.35, -0.30, -0.66], [-0.28, 0.42, -2.05], [0.57, -1.89, 0.62], [-2.43, 1.31, -2.71], [3.77, -0.96, 2.25], [0.01, 0.77, 0.66], [0.43, -0.89, -0.68], [1.09, -1.51, -1.33], [-0.20, -1.03, -0.02], [1.36, -0.05, 0.05], [-0.65, 0.34, 0.05], [0.90, 0.39, -0.48], [-0.80, -0.49, 0.59], [-4.40, -1.29, -1.81], [-0.98, -1.49, -1.23], [-1.14, 1.63, 0.31], [0.53, 0.23, -1.85], [-2.37, -2.80, 0.35], [-3.13, 1.53, 0.91], [0.21, 0.19, -0.22], [-0.26, 0.59, -0.95], [-0.18, 0.12, -0.18], [0.26, 0.22, -0.57], [0.27, -0.33, -0.69], [0.26, -1.10, -1.35], [-2.28, -1.19, -2.30], [0.16, 0.62, -0.07], [-3.02, -0.48, 1.38], [3.01, 0.48, 0.08], [-3.77, -2.17, -0.27], [-9.22, 2.32, -0.86], [2.49, -3.77, 0.90], [2.70, -1.21, -0.23], [-6.31, 5.26, -0.99], [-2.46, -1.27, 0.36], [0.36, -0.57, 0.40], [-0.26, -0.50, -0.14], [0.02, 0.03, 0.38], [-8.84, 2.17, 0.60]]}

---

2.
{"formula": "C19H17NO7S", "method": "ωB97M-V/def2-TZVPD", "e_tot_ha": -1713.89748, "homo_lumo_gap_ha": 0.3064, "largest_force_ev_per_a": 1.24, "smiles": "CCOC(=O)c1c(C)oc2ccc(NS(=O)(=O)c3ccc(C(=O)O)cc3)cc12", "homo_ev": -8.61, "species": ["C", "C", "O", "C", "O", "C", "C", "C", "O", "C", "C", "C", "C", "N", "S", "O", "O", "C", "C", "C", "C", "C", "O", "O", "C", "C", "C", "C", "H", "H", "H", "H", "H", "H", "H", "H", "H", "H", "H", "H", "H", "H", "H", "H", "H"], "coordinates": [[-0.97249, 0.40451, 5.99893], [-0.57476, -1.04960, 5.78793], [0.32700, -1.19205, 4.69060], [-0.22230, -1.25533, 3.46467], [-1.41309, -1.22240, 3.26222], [0.78679, -1.37693, 2.41584], [2.15661, -1.36769, 2.52394], [3.04142, -1.24992, 3.70685], [2.74717, -1.48801, 1.31743], [1.75963, -1.58101, 0.38627], [1.88780, -1.71892, -0.98606], [0.72548, -1.78754, -1.72586], [-0.53562, -1.71350, -1.11549], [-1.66940, -1.76185, -1.93192], [-1.73156, -0.76017, -3.28199], [-0.89036, -1.28200, -4.31252], [-3.12362, -0.57271, -3.55125], [-1.00139, 0.74933, -2.63875], [0.25223, 1.13785, -3.06836], [0.85216, 2.24515, -2.49536], [0.18699, 2.94488, -1.49134], [0.79941, 4.12865, -0.83596], [0.28928, 4.75023, 0.06055], [1.99775, 4.45167, -1.33935], [-1.08283, 2.54586, -1.07528], [-1.67952, 1.44111, -1.65253], [-0.66095, -1.57924, 0.25794], [0.50299, -1.51771, 1.01246], [-1.51555, 0.76899, 5.13056], [-1.61213, 0.48409, 6.87313], [-0.08860, 1.02040, 6.14728], [-1.46425, -1.65936, 5.59823], [-0.03280, -1.43962, 6.65216], [2.88455, -2.09176, 4.37872], [4.07834, -1.23076, 3.38220], [2.81051, -0.34285, 4.26133], [2.85719, -1.77693, -1.45304], [0.76211, -1.90861, -2.79567], [-2.54693, -1.75772, -1.43365], [0.73390, 0.56907, -3.84726], [1.83039, 2.56869, -2.81348], [2.34913, 5.23129, -0.88083], [-1.57666, 3.11159, -0.30011], [-2.66449, 1.11500, -1.35800], [-1.62319, -1.52803, 0.74151]], "atomic_forces_ev_per_a": [[0.18, -0.32, -0.21], [-0.49, 0.12, 0.33], [0.26, 0.00, -0.13], [0.04, -0.02, 0.05], [0.03, 0.00, -0.03], [0.59, -0.01, -0.14], [-0.87, 0.05, 0.44], [0.14, -0.02, -0.15], [0.46, -0.01, 0.04], [-1.21, -0.01, -0.25], [0.23, 0.06, 0.37], [-0.04, -0.13, 0.14], [0.86, -0.11, 0.40], [-0.50, 0.29, -0.88], [-0.25, -0.02, 0.40], [0.28, 0.10, 0.19], [-0.10, 0.12, 0.24], [-0.12, -0.40, -0.35], [0.00, -0.05, -0.15], [-0.11, 0.14, 0.15], [-0.04, -0.25, -0.20], [-0.14, 0.35, 0.41], [-0.05, -0.06, -0.03], [0.46, -0.04, -0.35], [0.14, 0.05, -0.03], [-0.08, 0.10, 0.04], [0.01, -0.04, -0.20], [0.54, -0.04, -0.24], [-0.06, 0.05, -0.02], [-0.07, 0.04, 0.11], [0.05, 0.08, 0.05], [0.19, 0.04, 0.09], [-0.07, 0.01, -0.12], [0.02, -0.01, 0.03], [0.06, 0.01, 0.03], [0.02, 0.02, 0.02], [0.12, -0.01, -0.09], [0.13, -0.07, -0.09], [-0.17, 0.08, -0.08], [0.13, -0.03, -0.06], [0.06, 0.00, -0.04], [-0.29, -0.14, 0.08], [-0.05, 0.03, 0.05], [-0.13, 0.01, 0.12], [-0.15, 0.05, 0.04]]}